Arrangement i

24
Properties=species:S:1:pos:R:3:nbo_charge:R:1 method="wB97M-V/def2-TZVPD" e_lumo_ev=-6.38 charge=+2 gap_ev=11.0
H 2.0736 0.7190 -1.9708 0.44
H -1.7207 1.5195 -1.7918 0.27
H -0.2956 -0.1168 -3.1953 0.23
N 1.3874 0.0156 -1.9416 -0.69
C -0.8960 1.0380 -1.3430 -0.45
O 3.1032 -0.3307 2.3791 -0.95
H 1.3826 0.1120 1.6631 0.52
O 0.7980 -0.3609 1.0539 -0.98
H 3.1519 -0.1802 3.2493 0.48
C -1.6818 0.2788 0.8485 -0.02
H 1.3062 -0.4053 -0.9396 0.48
H 1.1100 -1.1745 1.2669 0.48
H 1.7097 -0.6423 -2.5948 0.44
H 3.6574 -1.0279 2.2070 0.49
H -3.4503 -0.6878 1.2812 0.46
H -0.2882 1.8439 -0.7779 0.24
C -1.3162 -0.0899 -0.3944 -0.18
H -2.7326 -0.2396 2.6861 0.48
H -2.1680 -1.6566 1.7503 0.46
H 0.3422 1.3839 -3.1495 0.25
H -1.4643 1.2693 1.3129 0.26
H -1.5854 -1.1604 -0.8639 0.25
N -2.5224 -0.7204 1.7406 -0.72
C 0.0994 0.6133 -2.4762 -0.23

Arrangement ii

24
Properties=species:S:1:pos:R:3:nbo_charge:R:1 method="wB97M-V/def2-TZVPD" e_lumo_ev=-6.56 charge=+2 gap_ev=11.4
H -1.6327 -0.3629 1.2548 0.24
H -0.9442 0.8390 -1.1605 0.23
C 0.8852 -2.1230 0.4153 -0.07
H 2.6160 4.1630 -0.5654 0.51
H 0.9550 -3.1532 0.0647 0.20
H -0.2928 -1.2802 -1.1074 0.24
H -0.2277 3.0361 -0.3863 0.47
H 1.9276 3.8198 -1.8585 0.50
H 0.0201 -0.0415 1.5556 0.26
C -0.6752 -0.1814 0.7416 -0.45
C -1.0107 1.0752 -0.0984 -0.23
H -2.0510 1.3617 -0.0052 0.25
H -0.0333 2.4498 1.1713 0.45
H 0.8451 1.9501 -0.1445 0.47
H 2.2963 -1.7753 -0.9519 0.50
H 1.0434 -1.8880 1.4591 0.21
N -1.5360 -2.5107 0.1101 -0.67
C -0.4623 -1.4850 -0.0563 -0.09
N -0.0773 2.1990 0.1837 -0.67
O 1.9376 -1.3590 -0.1638 -0.71
H -2.4522 -2.2106 -0.2413 0.45
H -1.3638 -3.3898 -0.3904 0.46
O 1.9096 3.5944 -0.9129 -1.00
H -1.6769 -2.7275 1.0864 0.45

Q: Which of them is the least stable? A: arrangement i.

Arrangement i

24
Properties=species:S:1:pos:R:3:nbo_charge:R:1 method="wB97M-V/def2-TZVPD" e_lumo_ev=-7.48 charge=+2 gap_ev=10.3
H 0.6948 -0.0285 1.7044 0.44
C 1.7055 1.3593 -0.3107 -0.56
H 3.6581 -1.3195 0.2485 0.44
C 2.1833 0.0830 0.3109 0.57
H 1.4703 2.0951 0.4690 0.30
H -3.6375 1.4098 0.2666 0.25
H 3.8313 -0.0324 -0.8741 0.45
N -0.5068 0.4824 -0.9611 -0.38
C 0.4705 1.2170 -1.1724 0.28
C -1.0670 -1.8449 -0.9647 -0.67
N -2.2818 -0.1764 0.3125 -0.49
H -0.0211 -2.0405 -1.1891 0.25
H 0.4442 1.8645 -2.0473 0.24
H -2.8832 1.1142 1.8335 0.25
C -1.2725 -0.4520 -0.4772 0.54
H -1.9559 1.8899 0.5212 0.22
C -2.7020 1.1337 0.7579 -0.44
H 2.4950 1.7967 -0.9244 0.28
H -2.9280 -0.9289 0.5261 0.44
H -1.4297 -2.5683 -0.2369 0.26
N 3.2784 -0.4651 -0.1445 -0.68
N 1.4658 -0.4955 1.2510 -0.72
H -1.6281 -1.9994 -1.8897 0.29
H 1.8062 -1.3312 1.7151 0.44

Arrangement ii

24
Properties=species:S:1:pos:R:3:nbo_charge:R:1 method="wB97M-V/def2-TZVPD" e_lumo_ev=-8.63 charge=+2 gap_ev=9.6
C 0.8433 0.3352 1.4464 0.51
H 0.1902 0.6678 -2.7158 0.30
H 2.8369 0.4447 2.1646 0.47
H 0.9422 3.3776 0.6914 0.36
H 0.3248 -2.2129 -0.2722 0.24
H 1.1892 1.8601 -2.0153 0.29
C 0.6173 1.0107 -1.6967 -0.71
H -0.2420 -1.4433 2.0271 0.28
N 0.8313 2.6420 1.4535 -0.11
C -0.5194 -0.4552 1.5666 -0.45
H -1.3316 -2.5097 -0.7004 0.26
H -1.1237 2.1994 -1.5116 0.26
H 1.2975 0.3279 -1.2539 0.25
C -0.7528 1.2766 -1.0585 0.30
H 2.0078 -1.1151 2.3909 0.46
H -0.5044 -1.3917 -1.5325 0.23
H -2.3571 1.0592 -0.1195 0.45
N -1.5236 0.5801 -0.2980 -0.43
H -1.0527 0.2257 2.4001 0.29
N 0.9054 1.5503 0.9831 -0.15
H -2.3135 -1.1365 0.4865 0.28
N 1.9576 -0.1968 1.9445 -0.68
C -1.3178 -0.7381 0.2801 -0.07
C -0.6188 -1.7583 -0.6116 -0.63

Q: Which of them is the least stable? A: arrangement ii.

Arrangement i

83
Properties=species:S:1:pos:R:3:mulliken_spin:R:1 method="wB97M-V/def2-TZVPD" e_lumo_ev="-0.30 / -2.22" spin_multiplicity=6 gap_ev="7.4 / 5.6"
C 1.8607 3.3737 -2.1997 -0.01
H 1.9819 -4.1009 -0.0350 0.00
H -2.5597 0.3642 -0.1670 -0.05
H -1.8246 1.0579 -2.5561 0.02
C -1.5009 2.0895 2.5141 0.00
N 2.7244 -0.6909 2.1395 0.06
H -2.0039 4.2428 -0.1450 0.00
H 3.9552 3.7503 4.6179 0.00
O -1.0143 1.7111 0.2422 -0.06
C 1.6595 0.9616 -1.8361 0.01
H 1.5946 -2.4330 0.3833 -0.01
H -2.0790 0.7968 -4.2811 0.00
C 0.5785 -3.1707 -1.4034 0.04
H 0.4227 -3.7151 0.7081 0.00
C 3.7351 2.8165 4.1150 0.00
H -4.2199 -3.8947 -1.9811 0.01
C 1.1731 -3.3630 -0.0055 0.03
C 1.8349 1.9096 -4.0832 -0.01
H 4.3853 -0.9097 5.6291 0.00
H 1.9121 1.7725 -5.1557 0.00
H -2.7626 4.1960 1.4566 0.00
C 3.9983 1.6303 4.7284 0.00
C 3.9479 -0.8525 4.6383 0.01
O 1.4184 -0.0935 -1.0925 0.13
C -1.0775 -0.8443 -3.2988 0.15
C -3.3826 -3.2304 -2.2184 0.01
H -0.0874 -0.4261 -3.4247 -0.05
H -3.7888 -2.3773 -2.7671 0.00
H -2.3096 -3.6557 -0.3911 -0.01
H 1.3395 -2.7512 -2.0640 -0.01
H 2.4991 3.5253 0.3077 0.00
Cl 1.7490 4.5752 -4.6294 0.00
H -2.3308 -2.2945 -4.3529 0.00
C 2.8475 1.6936 2.1742 -0.03
C -0.2391 1.6998 3.2710 0.02
C -3.2221 2.4455 0.1692 0.00
C -1.1120 2.8025 1.2058 0.00
H -4.1837 -1.2316 -0.4708 0.00
O -2.0750 -1.0227 3.3337 0.03
C 2.2001 2.5035 0.0527 0.00
H 4.4274 1.5990 5.7236 0.00
C 3.6936 0.4128 4.0702 -0.01
C -3.7286 -2.1040 0.0092 0.01
H 0.8179 -5.2085 -2.0354 0.01
H -4.1819 2.3892 0.6836 0.00
H -4.5375 -2.8034 0.2478 0.00
C 3.0983 0.4459 2.8006 0.01
H -3.2750 -1.7987 0.9441 0.00
C -2.0814 0.3052 -3.3032 0.01
Sb -0.9097 -1.6126 -1.2865 0.52
H 3.8380 -2.9690 4.3381 0.00
C 3.6345 -1.9829 3.9427 0.00
H -3.3568 0.8937 2.3666 0.00
O -0.9395 -1.0730 1.4076 0.10
H -3.4089 2.5357 -0.8980 0.00
H 1.9430 4.3742 -1.7861 0.00
H -0.6059 -2.7006 -4.3620 0.00
H 2.9433 3.8091 2.3722 0.00
H -0.7652 -4.8844 -1.3342 0.00
Fe 0.8211 -0.1448 0.9233 3.70
H -3.1011 -0.0414 -3.1077 0.00
C 1.7972 3.2014 -3.5576 0.01
C 3.1613 2.8477 2.8237 0.00
C 3.0020 -1.8486 2.6945 0.02
O 0.0419 2.3177 4.2921 0.01
C 1.7974 0.8232 -3.2381 0.01
H 1.8656 -0.1828 -3.6364 0.00
H -2.7026 -3.7744 -2.8754 -0.01
H -0.3956 -4.3419 -2.9773 0.00
H 2.7035 -2.7352 2.1436 0.00
N 2.2870 1.5571 0.8909 0.04
H -1.2114 -1.3816 -5.3615 0.01
C 0.0153 -4.4655 -1.9740 0.03
C -2.3554 1.2177 0.4672 0.10
C -2.3477 0.8947 1.9605 0.01
H -0.1828 3.3603 1.2520 0.00
C -2.7283 -2.7920 -0.9157 0.09
C -2.3079 3.5904 0.6746 0.00
C -1.3251 -1.8778 -4.3916 0.03
O 0.4661 0.7555 2.7466 0.04
H -2.0554 2.7539 3.1711 0.00
C 1.8496 2.2735 -1.3299 -0.02
C -1.7448 -0.4951 2.2962 0.00

Arrangement ii

83
Properties=species:S:1:pos:R:3:mulliken_spin:R:1 method="wB97M-V/def2-TZVPD" e_lumo_ev="-0.25 / -1.16" spin_multiplicity=6 gap_ev="8.0 / 7.1"
H 1.8243 -4.1438 0.6238 0.01
C 2.0355 -2.7230 -1.9298 0.01
C -1.3995 0.0454 -2.7181 0.02
H 0.1692 4.1333 2.8845 0.00
H -3.3823 -2.9430 -0.3604 0.00
H 2.7791 -4.9521 2.5962 0.00
H 1.6507 -3.3010 6.3619 0.00
H -2.8784 1.1747 -3.8653 0.00
O 4.7391 -0.1412 2.7318 0.02
H 1.8588 0.7068 3.9615 0.00
C -3.3920 1.1252 1.3401 0.01
H 0.7546 0.2477 -3.0245 0.00
H 0.5198 2.8908 0.8246 0.00
C 1.1850 3.7641 2.7502 0.00
H -1.7527 3.0131 -3.6149 0.00
H -1.9761 4.6017 -2.9053 0.00
C 1.5652 -3.1830 1.0734 0.01
H -1.4074 3.7648 -0.6715 0.00
C -1.8331 -3.7008 -3.2567 0.00
Cl 3.1110 -5.5242 5.3626 0.00
H -4.5063 1.8131 -1.8793 0.00
H -0.1389 -0.3834 -4.4156 0.00
H -3.1267 2.1413 1.6481 0.00
C 0.3087 3.5455 -1.9594 0.00
C 3.1993 1.6561 2.4467 -0.01
C 3.7054 0.2340 2.2261 0.00
H 3.9882 2.2090 2.9503 0.00
H -5.3992 1.7564 -0.3612 0.00
C 1.6469 -3.2403 5.2818 -0.01
C 1.9270 1.5788 3.3176 0.01
C 1.8443 -3.1501 -3.2626 0.00
C 0.9757 -2.6343 -1.0743 0.02
H 1.8326 4.6144 2.5411 0.00
C 2.2910 -4.1747 3.1705 -0.01
C 1.0006 -2.2087 4.6452 0.03
H -4.1668 2.9870 -0.6018 0.00
C 0.6026 -3.4917 -3.7098 0.01
H -4.3864 0.9148 1.7448 0.00
N 1.1500 -2.2540 0.2861 0.07
C -4.4139 1.9416 -0.8012 0.00
C 2.7167 1.6451 -0.1345 -0.01
H 2.5318 3.3225 4.4565 0.00
H -3.5701 -0.1136 -2.8767 0.00
H 3.2519 3.3362 1.0315 0.00
H -3.0951 3.3005 -2.5090 0.00
C -0.1776 0.3319 -3.5875 0.01
H -2.6919 -0.5057 -4.3530 0.00
O 1.6657 0.8834 -0.3692 0.09
H -0.2163 1.3293 -4.0273 0.00
C 1.2317 2.7325 1.6246 -0.02
H -2.6829 0.4435 1.8139 0.00
H -1.3166 -0.9837 -2.3837 -0.01
H 0.4517 -3.8255 -4.7291 0.00
C 1.6430 2.9261 3.9689 0.00
O 0.8749 1.5054 2.3082 0.06
Sb -1.3096 1.1048 -0.8285 0.00
C -3.3890 0.9992 -0.1843 0.01
C 2.6697 2.4302 1.1904 0.02
C -2.8623 -3.5396 -2.3777 0.00
H 1.0501 3.4419 -1.1738 0.00
H -2.0077 -4.0437 -4.2696 0.00
C 1.6553 -3.1156 2.5046 0.01
H 0.8521 2.8380 4.7119 0.00
N -1.3712 -2.8020 -0.6442 0.00
H 0.4800 -1.4469 5.2107 0.00
O 3.6299 1.8025 -0.9077 0.02
C -2.0501 3.5286 -2.7019 0.00
C -0.3390 -2.9551 -1.5152 -0.03
C 1.0059 -2.1000 3.2413 0.00
C -2.5743 -3.0808 -1.0727 0.00
O 2.9025 -0.5271 1.5329 0.19
H -3.8845 -3.7534 -2.6584 0.00
C -1.1172 3.1709 -1.5456 0.01
C 2.3027 -4.2245 4.5389 0.02
Fe 1.0219 -0.2883 1.0450 4.31
H 0.3241 4.5899 -2.2858 0.00
C -2.7102 0.1664 -3.4877 0.00
H 2.6976 -3.2044 -3.9252 0.00
H 3.0221 -2.4476 -1.5788 0.00
H -3.6637 -0.0299 -0.4426 0.00
H 0.6541 2.9375 -2.7954 0.00
C -0.5149 -3.4005 -2.8445 0.00
O 0.4040 -1.0885 2.6733 0.12

Q: Which of them is the least stable? A: arrangement i.